1.
Formula: CH5N3S2
Source: the Open Molecules 2025 dataset
Level of theory: wB97M-V/def2-TZVPD

XYZ file:
```
11
Properties=species:S:1:pos:R:3:forces:R:3
C -0.427 0.305 0.005 -0.497 -1.319 -0.063
H -2.876 -1.421 -0.810 0.910 -0.008 0.650
H -2.872 -1.466 0.819 0.817 0.451 -0.307
H -2.429 0.828 -0.063 1.002 -0.977 0.120
H -0.173 -1.677 -0.001 0.106 -0.077 -0.012
H 2.121 0.488 -0.021 0.071 0.060 -0.007
N -2.249 -1.279 0.012 -1.723 -0.808 -0.654
N -1.773 0.021 -0.023 -0.716 1.599 0.228
N 0.338 -0.804 0.015 -0.183 0.142 0.032
S 0.113 1.850 0.007 0.331 0.855 -0.014
S 2.048 -0.859 -0.006 -0.117 0.081 0.026
```
Forces are in eV/Å.

Values from the calculation:
Energy above the lowest of the compared OMol25 structures with the same formula, charge and spin: 32.4 kJ/mol
Frontier orbital gap: 0.32313 Eh

Here are the Löwdin charges for atoms 1 to 4, given in e:
1 C -0.9884
2 H 0.1078
3 H 0.1029
4 H 0.1391



2.
Formula: CH5N4O
Source: the Open Molecules 2025 dataset
Level of theory: wB97M-V/def2-TZVPD

XYZ file:
```
11
Properties=species:S:1:pos:R:3:forces:R:3
C 0.572 -0.051 0.078 -3.646 -1.385 0.236
N -1.934 0.286 -0.815 0.828 0.424 -2.954
N -1.443 -0.510 0.154 5.553 -0.076 1.202
N 1.238 -0.860 -0.704 2.266 -1.136 0.968
N 0.941 0.935 0.836 -0.185 -0.490 0.171
O -1.865 0.730 0.510 -1.692 0.839 1.803
H -2.796 -0.173 -1.033 -1.695 0.294 -0.017
H 0.796 -1.789 -0.830 0.351 0.950 -0.292
H 2.320 -0.932 -0.601 -2.358 0.305 -0.480
H 0.196 1.413 1.438 1.770 -0.682 -1.123
H 1.975 0.951 0.967 -1.192 0.957 0.485
```
Forces are in eV/Å.

Values from the calculation:
Charge: +1
Energy above the lowest of the compared OMol25 structures with the same formula, charge and spin: 471.9 kJ/mol
Frontier orbital gap: 0.36458 Eh

Here are the Löwdin charges for atoms 1 to 4, given in e:
1 C -0.2140
2 N 0.0277
3 N 0.0788
4 N 0.1639



3.
Formula: CH5NO
Source: the Open Molecules 2025 dataset
Level of theory: wB97M-V/def2-TZVPD

XYZ file:
```
8
Properties=species:S:1:pos:R:3:forces:R:3
O -0.384 0.033 1.344 -4.863 0.579 3.563
H -1.393 -0.264 1.466 3.645 1.251 -0.328
C 0.043 -0.397 0.170 -0.009 -3.583 -3.712
N 0.397 0.623 -0.739 1.907 2.369 -3.303
H -0.804 -1.109 -0.306 1.702 1.068 0.768
H 0.955 -1.004 0.331 -0.361 -0.194 -0.230
H 0.120 1.610 -0.667 -0.164 -1.213 0.422
H 1.065 0.508 -1.598 -1.857 -0.277 2.820
```
Forces are in eV/Å.

Values from the calculation:
Energy above the lowest of the compared OMol25 structures with the same formula, charge and spin: 112.5 kJ/mol
Frontier orbital gap: 0.34394 Eh

Here are the Löwdin charges for atoms 1 to 4, given in e:
1 O -0.0647
2 H 0.1719
3 C -0.5195
4 N -0.0270



4.
Formula: CH5NO
Source: the Open Molecules 2025 dataset
Level of theory: wB97M-V/def2-TZVPD

XYZ file:
```
8
Properties=species:S:1:pos:R:3:forces:R:3
O 0.824 1.075 0.382 -0.140 0.242 -0.770
H 1.502 1.113 -0.298 0.112 -0.148 0.018
C -0.332 0.400 -0.140 1.206 -0.883 0.854
N -0.198 -0.999 0.148 0.378 0.232 0.174
H -0.543 0.593 -1.188 0.052 0.009 -0.090
H -1.072 0.786 0.500 -1.400 0.862 0.378
H 0.273 -1.196 1.008 -0.053 -0.128 0.098
H -0.456 -1.771 -0.411 -0.153 -0.186 -0.663
```
Forces are in eV/Å.

Values from the calculation:
Energy above the lowest of the compared OMol25 structures with the same formula, charge and spin: 36.9 kJ/mol
Frontier orbital gap: 0.36933 Eh

Here are the Löwdin charges for atoms 1 to 4, given in e:
1 O -0.0727
2 H 0.0739
3 C -0.3338
4 N 0.0142



5.
Formula: CH5NO
Source: the Open Molecules 2025 dataset
Level of theory: wB97M-V/def2-TZVPD

XYZ file:
```
8
Properties=species:S:1:pos:R:3:forces:R:3
N 1.100 0.333 -0.388 -1.128 -1.639 -0.418
C -0.097 0.105 0.458 -0.443 1.292 -0.209
O -1.435 0.089 -0.128 1.589 1.545 0.060
H 1.503 -0.585 -0.609 -0.070 0.408 -0.068
H 0.738 0.669 -1.278 0.210 0.277 0.003
H -0.063 -0.744 1.073 0.792 -1.519 0.564
H -0.012 0.926 1.150 -0.970 0.581 0.183
H -1.733 -0.793 -0.278 0.020 -0.944 -0.114
```
Forces are in eV/Å.

Values from the calculation:
Energy above the lowest of the compared OMol25 structures with the same formula, charge and spin: 40.2 kJ/mol
Frontier orbital gap: 0.40244 Eh

Here are the Löwdin charges for atoms 1 to 4, given in e:
1 N 0.0070
2 C -0.3092
3 O -0.0658
4 H 0.0605



6.
Formula: CH5NO
Source: the Open Molecules 2025 dataset
Level of theory: wB97M-V/def2-TZVPD

XYZ file:
```
8
Properties=species:S:1:pos:R:3:forces:R:3
C 1.348 -1.792 -0.097 -0.731 -0.329 0.362
N 1.623 -2.104 1.101 -1.137 -0.013 0.007
H 1.029 -0.750 -0.226 0.886 -0.102 -0.813
H 1.234 -2.565 -0.898 -0.191 0.850 0.381
H 1.442 -3.099 1.214 1.172 -0.404 0.059
H -2.233 4.209 -0.178 -0.022 -0.401 -0.212
H -2.129 2.674 -0.173 -0.003 0.081 0.031
O -2.314 3.426 -0.744 0.026 0.319 0.184
```
Forces are in eV/Å.

Values from the calculation:
Energy above the lowest of the compared OMol25 structures with the same formula, charge and spin: 97.5 kJ/mol
Frontier orbital gap: 0.40148 Eh

Here are the Löwdin charges for atoms 1 to 4, given in e:
1 C -0.1553
2 N -0.0024
3 H 0.0568
4 H 0.0716



7.
Formula: CH5NO2
Source: the Open Molecules 2025 dataset
Level of theory: wB97M-V/def2-TZVPD

XYZ file:
```
9
Properties=species:S:1:pos:R:3:forces:R:3
C 0.208 -0.750 0.111 -1.029 1.443 -0.850
N 0.020 -2.072 -0.502 1.339 -0.200 1.723
O -0.408 0.128 -0.427 0.961 -0.517 1.287
H 1.161 -0.048 1.584 -1.651 -2.042 -2.869
H -0.972 -2.273 -0.657 0.487 0.567 0.081
H 0.536 -2.099 -1.381 -0.098 0.002 0.350
H 0.072 2.755 1.087 0.017 -0.207 -0.086
H -0.268 1.719 -0.048 0.038 0.022 0.340
O -0.349 2.639 0.232 -0.065 0.933 0.024
```
Forces are in eV/Å.

Values from the calculation:
Energy above the lowest of the compared OMol25 structures with the same formula, charge and spin: 444.6 kJ/mol
Frontier orbital gap: 0.33918 Eh

Here are the Löwdin charges for atoms 1 to 4, given in e:
1 C -0.2907
2 N 0.0332
3 O -0.0087
4 H 0.2263



8.
Formula: CH5NO2
Source: the Open Molecules 2025 dataset
Level of theory: wB97M-V/def2-TZVPD

XYZ file:
```
9
Properties=species:S:1:pos:R:3:forces:R:3
C -0.079 -0.161 0.267 1.365 -2.951 3.341
N 0.661 0.883 0.655 -0.429 0.091 -0.932
O -1.365 -0.038 0.619 0.378 0.256 -0.944
O 0.449 -1.297 -0.019 -1.179 1.903 1.649
H -1.818 -0.867 0.411 0.160 -0.048 -0.104
H 0.317 -0.984 -1.337 -1.058 2.725 -2.790
H -0.008 -0.180 -1.857 0.774 -1.925 -0.139
H 0.213 1.757 0.872 -0.005 0.013 -0.037
H 1.630 0.887 0.388 -0.007 -0.064 -0.042
```
Forces are in eV/Å.

Values from the calculation:
Energy above the lowest of the compared OMol25 structures with the same formula, charge and spin: 255.9 kJ/mol
Frontier orbital gap: 0.35143 Eh

Here are the Löwdin charges for atoms 1 to 4, given in e:
1 C -0.7127
2 N 0.2161
3 O 0.1189
4 O -0.1036